[1]
Here is a single C24H24N4O2 molecule from the Open Molecules 2025 dataset. Energies are from wB97M-V/def2-TZVPD.

Calculated values
Total charge ... 0
LUMO energy ... 0.49 eV
SMILES ... Cn1c(C(=O)NCCN2CCc3ccccc3C2)cc2c(=O)[nH]c3ccccc3c21
Frontier orbital gap ... 8.44 eV
Energy above the lowest of the compared OMol25 structures with the same formula, charge and spin ... 0.0 kcal/mol
Energy ... -35335.0958 eV

XYZ file:
```
54
Properties=species:S:1:pos:R:3:forces:R:3
C -0.902 -2.799 -0.306 0.01 -0.61 -0.35
N -0.911 -1.512 0.337 -0.06 0.16 0.04
C 0.166 -0.989 1.015 -0.12 0.64 0.40
C 1.476 -1.655 1.138 0.17 0.21 0.15
O 1.662 -2.861 1.054 0.10 -0.21 -0.04
N 2.480 -0.782 1.378 0.04 0.20 0.11
C 3.859 -1.197 1.448 0.22 -0.34 -0.27
C 4.473 -1.541 0.067 -0.05 -0.09 0.38
N 4.366 -0.588 -1.004 -0.15 0.09 -0.01
C 4.993 0.701 -0.858 0.04 0.13 0.04
C 4.136 1.751 -0.133 0.16 -0.18 -0.09
C 2.699 1.710 -0.587 -0.01 0.01 -0.08
C 1.835 2.747 -0.248 -0.06 -0.05 -0.01
C 0.514 2.734 -0.650 -0.04 0.11 0.00
C 0.038 1.674 -1.406 -0.04 0.00 -0.15
C 0.884 0.634 -1.735 0.03 0.08 -0.02
C 2.213 0.637 -1.327 0.00 0.08 -0.02
C 3.118 -0.504 -1.726 0.13 -0.04 -0.27
C -0.184 0.246 1.520 -0.05 -0.38 -0.07
C -1.507 0.488 1.123 0.07 -0.60 -0.20
C -2.331 1.648 1.365 -0.19 -0.06 -0.10
O -2.024 2.652 1.978 0.20 0.14 0.13
N -3.584 1.529 0.796 -0.20 0.40 0.12
C -4.061 0.471 0.061 0.01 -0.52 -0.27
C -5.362 0.532 -0.440 0.00 -0.03 -0.01
C -5.876 -0.503 -1.189 0.08 0.05 0.06
C -5.090 -1.617 -1.453 -0.03 -0.12 -0.08
C -3.803 -1.694 -0.966 -0.06 0.05 0.00
C -3.253 -0.663 -0.195 -0.43 0.05 -0.15
C -1.936 -0.620 0.377 0.26 0.70 0.49
H 0.046 -3.287 -0.086 -0.20 0.08 -0.05
H -1.013 -2.692 -1.387 -0.05 -0.01 0.04
H -1.706 -3.424 0.087 0.02 0.03 -0.05
H 2.287 0.201 1.271 -0.07 -0.09 -0.06
H 3.907 -2.104 2.057 0.10 0.11 0.04
H 4.429 -0.409 1.942 -0.04 -0.05 0.02
H 4.008 -2.467 -0.278 0.08 -0.01 0.06
H 5.538 -1.738 0.231 -0.03 -0.10 0.04
H 5.203 1.067 -1.871 0.08 0.07 0.06
H 5.947 0.571 -0.342 0.03 0.04 -0.07
H 4.179 1.595 0.950 0.06 0.03 0.03
H 4.548 2.746 -0.322 0.00 0.00 0.07
H 2.211 3.575 0.337 0.04 0.11 0.07
H -0.145 3.541 -0.369 -0.08 0.08 0.05
H -0.992 1.658 -1.732 -0.11 -0.01 -0.02
H 0.518 -0.198 -2.322 -0.07 -0.12 -0.08
H 3.362 -0.376 -2.793 -0.13 -0.06 0.05
H 2.584 -1.452 -1.628 0.01 0.01 -0.03
H 0.404 0.906 2.124 0.19 0.10 0.11
H -4.205 2.315 0.940 0.20 -0.08 0.04
H -5.962 1.406 -0.231 -0.06 0.09 0.02
H -6.884 -0.446 -1.570 -0.09 0.02 -0.02
H -5.487 -2.429 -2.044 -0.02 -0.07 -0.05
H -3.223 -2.570 -1.193 0.08 -0.07 0.00
```
Forces are in eV/Å.


[2]
Here is a molecular structure, C44H39CuOP2Si from the Open Molecules 2025 dataset. Energies are from wB97M-V/def2-TZVPD.

Calculated values
Total charge ... 0
LUMO energy ... 0.45 eV
Frontier orbital gap ... 7.00 eV
Energy above the lowest of the compared OMol25 structures with the same formula, charge and spin ... 0.0 kcal/mol
Energy ... -119404.7609 eV

XYZ file:
```
88
Properties=species:S:1:pos:R:3:forces:R:3
Cu -0.097 0.597 -0.069 0.33 -0.50 -0.08
O 1.248 -1.816 -1.999 -0.06 0.03 -0.05
C 0.785 -3.045 -1.576 0.15 0.13 -0.05
C 1.431 -4.243 -1.863 -0.05 -0.07 0.07
C 0.851 -5.442 -1.482 0.01 0.01 -0.02
C -0.369 -5.461 -0.823 0.03 0.04 -0.01
C -0.979 -4.261 -0.508 0.01 -0.02 0.05
C -0.409 -3.036 -0.856 -0.11 -0.14 0.07
P -1.137 -1.478 -0.244 -0.06 0.43 -0.03
C -1.704 -1.949 1.423 -0.01 0.00 0.02
C -0.778 -1.791 2.453 0.01 0.02 0.03
C -1.112 -2.119 3.757 -0.01 0.01 -0.01
C -2.384 -2.593 4.046 0.00 0.00 0.02
C -3.317 -2.738 3.030 0.01 0.01 -0.01
C -2.979 -2.419 1.723 0.00 -0.02 -0.01
C -2.665 -1.282 -1.216 0.11 -0.12 0.01
C -2.827 -1.882 -2.459 -0.03 -0.07 -0.04
C -3.949 -1.605 -3.230 0.00 0.01 0.02
C -4.917 -0.732 -2.760 0.00 -0.01 -0.01
C -4.758 -0.128 -1.519 0.01 -0.01 -0.03
C -3.636 -0.394 -0.755 0.01 0.08 0.01
C 2.597 -1.585 -2.180 -0.07 -0.08 0.06
C 3.288 -2.189 -3.225 0.07 0.07 0.00
C 4.642 -1.950 -3.380 -0.04 -0.04 -0.03
C 5.308 -1.097 -2.509 -0.03 -0.01 0.03
C 4.593 -0.444 -1.522 -0.01 0.01 -0.07
C 3.225 -0.661 -1.348 0.14 0.02 -0.02
P 2.259 0.443 -0.253 -0.41 0.25 0.02
C 2.763 2.062 -0.943 0.07 -0.12 0.01
C 3.834 2.823 -0.491 0.05 -0.02 0.05
C 4.131 4.040 -1.088 0.01 0.01 0.00
C 3.368 4.499 -2.151 -0.02 -0.02 0.01
C 2.303 3.738 -2.615 -0.01 0.02 -0.01
C 2.000 2.532 -2.008 -0.04 0.04 -0.04
C 3.096 0.349 1.355 -0.09 -0.10 0.03
C 3.832 -0.764 1.750 0.08 -0.01 -0.03
C 4.322 -0.857 3.045 0.01 0.02 0.05
C 4.075 0.157 3.958 0.00 -0.01 -0.01
C 3.327 1.263 3.576 0.00 0.01 -0.01
C 2.832 1.355 2.286 -0.04 0.00 0.01
H 2.379 -4.253 -2.374 0.03 0.01 -0.01
H 1.360 -6.367 -1.713 0.01 -0.02 0.00
H -0.827 -6.398 -0.538 -0.01 -0.02 0.01
H -1.906 -4.269 0.051 -0.02 0.02 0.00
H 0.209 -1.398 2.234 0.02 0.01 -0.02
H -0.385 -1.991 4.547 0.02 0.00 0.02
H -2.652 -2.838 5.065 0.00 -0.01 0.02
H -4.313 -3.097 3.253 -0.02 -0.01 0.01
H -3.715 -2.525 0.937 -0.02 0.00 -0.02
H -2.080 -2.572 -2.834 0.02 0.00 0.01
H -4.062 -2.074 -4.198 -0.01 -0.01 -0.02
H -5.790 -0.518 -3.361 -0.02 0.01 -0.01
H -5.498 0.568 -1.145 -0.04 0.02 0.01
H -3.508 0.113 0.194 0.02 -0.01 0.03
H 2.757 -2.821 -3.922 -0.02 -0.02 0.00
H 5.177 -2.426 -4.190 0.01 0.00 -0.02
H 6.367 -0.915 -2.624 0.03 0.01 0.00
H 5.096 0.272 -0.884 0.01 0.02 0.01
H 4.437 2.476 0.338 0.01 -0.01 0.04
H 4.961 4.629 -0.719 0.01 0.02 0.00
H 3.595 5.451 -2.611 0.01 0.03 -0.02
H 1.693 4.091 -3.435 0.01 0.03 -0.02
H 1.146 1.960 -2.354 -0.03 -0.04 0.02
H 4.032 -1.563 1.047 -0.02 0.00 -0.02
H 4.897 -1.725 3.340 0.01 -0.02 0.01
H 4.459 0.085 4.967 0.01 -0.01 0.02
H 3.120 2.053 4.286 0.00 0.01 0.01
H 2.228 2.209 1.999 -0.01 0.02 -0.02
C -1.856 3.068 -1.725 -0.08 0.16 0.04
Si -1.243 2.583 0.006 0.23 -0.18 -0.04
C -0.284 4.088 0.658 -0.13 0.09 -0.02
C -2.809 2.489 1.080 -0.08 0.06 0.03
C -2.747 1.892 2.343 0.02 -0.02 0.01
C -3.869 1.752 3.145 -0.03 -0.02 0.02
C -5.103 2.205 2.695 0.00 -0.03 0.05
C -5.195 2.800 1.447 -0.03 0.01 -0.05
C -4.061 2.938 0.654 -0.01 0.02 0.01
H -2.270 4.082 -1.738 -0.04 0.01 -0.03
H -2.627 2.380 -2.080 -0.02 -0.04 0.00
H -1.043 3.041 -2.451 0.08 0.02 -0.03
H -0.800 5.017 0.399 0.02 0.06 0.03
H 0.725 4.130 0.246 0.06 0.01 -0.07
H -0.199 4.050 1.745 0.01 -0.03 0.08
H -1.798 1.504 2.699 0.05 -0.01 0.00
H -3.786 1.280 4.116 0.00 -0.01 0.01
H -5.985 2.092 3.312 -0.02 0.00 0.01
H -6.152 3.158 1.087 -0.01 0.00 0.00
H -4.161 3.399 -0.321 0.01 0.02 -0.03
```
Forces are in eV/Å.